No. 1
Molecular formula: C3H3NO
Method: DFT, ωB97M-V/def2-TZVPD

```
8
Properties=species:S:1:pos:R:3:lowdin_charge:R:1
O 0.62234 -1.22675 0.36704 -0.041
C 1.13581 -0.12470 -0.17296 -0.107
C 0.16150 0.86334 -0.32468 -0.089
C -0.92157 0.19345 0.32312 -0.241
N -0.72139 -1.05602 0.62008 0.075
H 2.22146 -0.19937 -0.25344 0.129
H -0.67343 0.82277 -1.13253 0.157
H -1.82473 0.72727 0.57337 0.117
```

The HOMO-LUMO gap is 9.81 eV. The calculation puts the HOMO energy at -9.57 eV. For the LUMO energy, the calculation gives 0.24 eV. As for the energy: -6692.493 eV. The value obtained for the max |F| is 3.01 eV/A. The energy relative to the best compared isomer or geometry (same formula, charge and spin) is 3.999 eV.

No. 2
Molecular formula: C3H3NO
Method: DFT, ωB97M-V/def2-TZVPD

```
8
Properties=species:S:1:pos:R:3:lowdin_charge:R:1
C 0.02940 -0.50303 0.89805 -0.160
C -0.51740 0.59462 0.66383 -0.108
C 0.23464 -0.34106 -1.22233 -0.151
H 0.44765 -0.91282 1.84337 0.128
H -0.98589 1.46097 0.99005 0.110
H 0.59956 -0.01990 -2.18712 0.130
N 0.55195 -1.13558 -0.27140 0.091
O -0.35991 0.85680 -0.71446 -0.040
```

The HOMO-LUMO gap is 11.19 eV. The calculation puts the HOMO energy at -10.14 eV. For the LUMO energy, the calculation gives 1.05 eV. As for the energy: -6695.291 eV. The value obtained for the max |F| is 8.24 eV/A. The energy relative to the best compared isomer or geometry (same formula, charge and spin) is 1.201 eV.

No. 3
Molecular formula: C3H3NO
Method: DFT, ωB97M-V/def2-TZVPD

```
8
Properties=species:S:1:pos:R:3:lowdin_charge:R:1
O -0.96678 1.17218 0.02145 -0.050
C -0.24138 0.51145 0.93234 -0.135
C 0.41862 -0.51124 0.35181 -0.074
C 0.12327 -0.37664 -1.02477 -0.159
N -0.72885 0.59062 -1.24830 0.076
H -0.15787 0.86523 1.95446 0.129
H 0.93876 -1.31621 0.83226 0.097
H 0.61423 -0.93539 -1.81924 0.117
```

The HOMO-LUMO gap is 11.06 eV. The calculation puts the HOMO energy at -10.02 eV. For the LUMO energy, the calculation gives 1.04 eV. As for the energy: -6695.289 eV. The value obtained for the max |F| is 0.68 eV/A. The energy relative to the best compared isomer or geometry (same formula, charge and spin) is 1.203 eV.

No. 4
Molecular formula: C3H3NO
Method: DFT, ωB97M-V/def2-TZVPD

```
8
Properties=species:S:1:pos:R:3:lowdin_charge:R:1
C -1.30318 -0.23964 0.18282 -0.107
C 0.15072 -0.50690 0.28876 0.005
O 0.77476 0.61578 -0.16667 -0.015
C 2.07999 0.48570 -0.26984 -0.325
N 3.22720 0.41617 -0.41766 0.184
H -1.61450 0.79520 -0.00212 0.082
H -1.61155 -0.87163 -0.66566 0.096
H -1.79930 -0.67088 1.05648 0.080
```

The HOMO-LUMO gap is 9.69 eV. The calculation puts the HOMO energy at -9.99 eV. For the LUMO energy, the calculation gives -0.30 eV. As for the energy: -6693.025 eV. The value obtained for the max |F| is 1.39 eV/A. The energy relative to the best compared isomer or geometry (same formula, charge and spin) is 3.467 eV.

No. 5
Molecular formula: C3H3NO
Method: DFT, ωB97M-V/def2-TZVPD

```
8
Properties=species:S:1:pos:R:3:lowdin_charge:R:1
N 2.08932 0.39195 0.01210 0.190
C 1.53219 -0.08608 0.96320 -0.023
C 0.30274 0.20749 0.06978 -0.445
C -0.99446 -0.42765 -0.08065 -0.065
O -0.82622 0.86118 0.55152 -0.012
H 0.73892 0.59692 -0.87848 0.121
H -1.37916 -0.39098 -1.10351 0.117
H -1.40051 -1.20941 0.55187 0.117
```

The HOMO-LUMO gap is 10.70 eV. The calculation puts the HOMO energy at -10.66 eV. For the LUMO energy, the calculation gives 0.04 eV. As for the energy: -6691.702 eV. The value obtained for the max |F| is 3.35 eV/A. The energy relative to the best compared isomer or geometry (same formula, charge and spin) is 4.790 eV.

No. 6
Molecular formula: C3H3NO
Method: DFT, ωB97M-V/def2-TZVPD

```
8
Properties=species:S:1:pos:R:3:lowdin_charge:R:1
O 0.27035 -2.26864 0.18439 0.152
C 0.47011 -1.20003 0.61574 -0.297
C 0.66502 0.01558 1.06376 -0.014
C -0.93670 0.77321 -1.43867 -0.099
N -1.14868 1.88978 -1.24108 0.062
H -0.74265 -0.26470 -1.61986 0.050
H 1.39284 0.65764 0.58383 0.073
H 0.02971 0.39717 1.85190 0.074
```

The HOMO-LUMO gap is 10.36 eV. The calculation puts the HOMO energy at -9.65 eV. For the LUMO energy, the calculation gives 0.71 eV. As for the energy: -6695.205 eV. The value obtained for the max |F| is 1.12 eV/A. The energy relative to the best compared isomer or geometry (same formula, charge and spin) is 1.287 eV.

No. 7
Molecular formula: C3H3NO2
Method: DFT, ωB97M-V/def2-TZVPD

```
9
Properties=species:S:1:pos:R:3:lowdin_charge:R:1
C -0.55040 -0.87142 -1.39448 0.109
C -0.15898 -0.24964 -0.43361 -0.119
C 0.43976 0.68199 0.61650 -0.020
N 1.51745 1.57906 -0.22042 -0.414
O 2.56301 1.04216 -0.36562 0.083
O 1.17914 2.66962 -0.61016 0.078
H -0.72750 -1.65977 -2.09759 0.034
H 1.21320 -0.05850 1.14711 0.164
H -0.26770 1.21545 1.17406 0.087
```

The HOMO-LUMO gap is 11.02 eV. The calculation puts the HOMO energy at -10.64 eV. For the LUMO energy, the calculation gives 0.38 eV. As for the energy: -8739.049 eV. The value obtained for the max |F| is 5.85 eV/A. The energy relative to the best compared isomer or geometry (same formula, charge and spin) is 6.083 eV.

No. 8
Molecular formula: C3H3NO2
Method: DFT, ωB97M-V/def2-TZVPD

```
9
Properties=species:S:1:pos:R:3:lowdin_charge:R:1
O 0.01180 1.46832 -0.50054 0.009
C 0.26062 0.29748 0.20200 -0.358
C -0.94925 -0.63932 0.13605 -0.164
O -2.00765 -0.20522 -0.24495 0.085
C 1.51094 -0.35421 -0.23326 -0.146
N 2.52880 -0.85042 -0.46430 0.169
H -0.94748 1.47137 -0.67253 0.098
H 0.41573 0.48580 1.27987 0.165
H -0.82352 -1.67380 0.49766 0.142
```

The HOMO-LUMO gap is 11.30 eV. The calculation puts the HOMO energy at -11.21 eV. For the LUMO energy, the calculation gives 0.10 eV. As for the energy: -8743.378 eV. The value obtained for the max |F| is 1.13 eV/A. The energy relative to the best compared isomer or geometry (same formula, charge and spin) is 1.753 eV.

No. 9
Molecular formula: C3H3NO2
Method: DFT, ωB97M-V/def2-TZVPD

```
9
Properties=species:S:1:pos:R:3:lowdin_charge:R:1
O 2.15031 -0.07846 -0.01516 -0.034
C 0.93630 -0.37095 0.29140 -0.557
N 0.35114 -1.53838 0.48796 0.158
O -1.03453 -1.26265 0.27017 0.005
C -1.22508 -0.03638 -0.10171 -0.069
C -0.04102 0.69071 -0.08420 -0.036
H 1.10304 0.61371 -0.77229 0.248
H -2.25666 0.24620 -0.28165 0.145
H 0.01650 1.73620 0.20547 0.139
```

The HOMO-LUMO gap is 8.92 eV. The calculation puts the HOMO energy at -9.57 eV. For the LUMO energy, the calculation gives -0.64 eV. As for the energy: -8739.254 eV. The value obtained for the max |F| is 0.41 eV/A. The energy relative to the best compared isomer or geometry (same formula, charge and spin) is 5.877 eV.

No. 10
Molecular formula: C3H3NO2
Method: DFT, ωB97M-V/def2-TZVPD

```
9
Properties=species:S:1:pos:R:3:lowdin_charge:R:1
C 0.10820 1.11429 -0.89081 -0.020
O -0.39492 0.41339 0.25109 -0.032
C -0.29284 -0.91126 0.27709 -0.512
O -0.28217 -1.67586 -0.64635 0.156
C -0.08254 -1.30291 1.68328 -0.075
N 0.22075 -1.54024 2.77246 0.186
H 0.51421 2.03467 -0.47245 0.098
H 0.89519 0.52922 -1.37156 0.101
H -0.68589 1.33871 -1.60276 0.099
```

The HOMO-LUMO gap is 11.89 eV. The calculation puts the HOMO energy at -11.84 eV. For the LUMO energy, the calculation gives 0.05 eV. As for the energy: -8743.602 eV. The value obtained for the max |F| is 1.15 eV/A. The energy relative to the best compared isomer or geometry (same formula, charge and spin) is 1.529 eV.

No. 11
Molecular formula: C3H3NO2
Method: DFT, ωB97M-V/def2-TZVPD

```
9
Properties=species:S:1:pos:R:3:lowdin_charge:R:1
O -1.60617 1.57796 0.63108 0.142
C -0.74102 0.81898 0.30109 -0.400
C -0.67469 -0.68084 -0.00438 -0.081
N 0.75561 -1.01015 -0.01780 0.057
C 1.32212 0.11170 -0.11350 -0.206
O 0.57632 1.23648 0.12919 0.079
H -1.38876 -1.31674 0.53108 0.133
H -0.59983 -0.98461 -1.05538 0.139
H 2.35641 0.24721 -0.40138 0.138
```

The HOMO-LUMO gap is 11.23 eV. The calculation puts the HOMO energy at -10.49 eV. For the LUMO energy, the calculation gives 0.74 eV. As for the energy: -8743.585 eV. The value obtained for the max |F| is 2.42 eV/A. The energy relative to the best compared isomer or geometry (same formula, charge and spin) is 1.546 eV.

No. 12
Molecular formula: C3H3NO2
Method: DFT, ωB97M-V/def2-TZVPD

```
9
Properties=species:S:1:pos:R:3:lowdin_charge:R:1
C -0.38944 0.33342 0.67428 0.093
C -0.20102 0.63918 -0.59866 -0.020
C 0.76992 -0.31084 -0.13013 -0.210
N 2.25200 0.06971 -0.02621 -0.419
O 2.61985 1.17189 -0.30805 0.083
O 2.94527 -0.86622 0.27750 0.044
H -0.78169 0.62208 1.63061 0.098
H -0.62019 0.80971 -1.57548 0.110
H 0.92394 -1.59047 -0.46193 0.220
```

The HOMO-LUMO gap is 10.92 eV. The calculation puts the HOMO energy at -10.44 eV. For the LUMO energy, the calculation gives 0.48 eV. As for the energy: -8738.223 eV. The value obtained for the max |F| is 4.37 eV/A. The energy relative to the best compared isomer or geometry (same formula, charge and spin) is 6.908 eV.

What is the formula in the ninth record?
C3H3NO2

Copy entry 9 word for word.
Molecular formula: C3H3NO2
Method: DFT, ωB97M-V/def2-TZVPD

```
9
Properties=species:S:1:pos:R:3:lowdin_charge:R:1
O 2.15031 -0.07846 -0.01516 -0.034
C 0.93630 -0.37095 0.29140 -0.557
N 0.35114 -1.53838 0.48796 0.158
O -1.03453 -1.26265 0.27017 0.005
C -1.22508 -0.03638 -0.10171 -0.069
C -0.04102 0.69071 -0.08420 -0.036
H 1.10304 0.61371 -0.77229 0.248
H -2.25666 0.24620 -0.28165 0.145
H 0.01650 1.73620 0.20547 0.139
```

The HOMO-LUMO gap is 8.92 eV. The calculation puts the HOMO energy at -9.57 eV. For the LUMO energy, the calculation gives -0.64 eV. As for the energy: -8739.254 eV. The value obtained for the max |F| is 0.41 eV/A. The energy relative to the best compared isomer or geometry (same formula, charge and spin) is 5.877 eV.

Number 7 is which compound?
C3H3NO2

Which of these has the highest HOMO-LUMO gap?
number 10